Record 1
The following is a DFT calculation (ωB97M-V/def2-TZVPD) of 13 unconnected molecules or ions with the total composition CH25O15 at a distorted geometry.

Summary:
Energy above the lowest of the compared OMol25 structures with the same formula, charge and spin = 3.0265 eV
2S+1 = 1
HOMO-LUMO gap = 8.6331 eV
Strongest force on any atom = 4.50 eV/Å
Charge = -1
HOMO = -6.92 eV

Geometry (Å):
C  0.0724  0.0082  -0.0648
O  0.4394  0.3362  -1.2238
O  -0.3326  0.9652  0.7812
O  -0.3196  -1.1168  0.1252
H  0.0494  1.8312  0.5782
O  3.2004  -0.9968  0.4652
H  3.1094  -0.8248  -0.4968
H  2.7174  -0.3218  0.9742
O  -1.9006  -0.4798  3.3612
H  -2.1776  0.4342  3.6902
H  -0.9386  -0.4018  3.3032
O  -3.1456  0.2452  0.6552
H  -2.2566  0.0722  0.8932
H  -3.1936  0.0352  -0.3108
O  0.9584  -2.6838  1.8272
H  0.3954  -2.1768  1.2862
H  1.0674  -2.0728  2.5252
O  1.0624  -3.0758  -1.3708
H  0.4594  -2.4908  -0.8958
H  1.8474  -3.1988  -0.8838
O  2.1044  2.2142  -0.5898
H  1.4024  1.7452  -0.9358
H  1.5904  2.8152  -0.0568
O  -1.9146  -3.2598  -0.6438
H  -2.2366  -2.4478  -0.1308
H  -1.7346  -3.9278  0.0302
O  -1.3976  2.0562  -1.7908
H  -1.0216  1.1512  -1.6298
H  -1.0866  2.6542  -1.0918
O  -0.1226  3.6702  0.1322
H  -0.8376  4.0092  0.7432
H  0.3064  4.5082  0.0462
O  0.9534  1.7252  -3.6838
H  0.3954  1.4042  -2.9948
H  1.8004  1.4552  -3.4018
O  0.8504  -0.1928  3.1192
H  1.7974  -0.2678  3.2882
H  0.7374  0.2622  2.2752
O  -1.0876  -1.0008  -2.9218
H  -0.2326  -0.8368  -2.5158
H  -1.3786  -1.8258  -2.4648

Forces on atoms 1 to 3 (eV/Å):
C -1.7 -0.1 -4.2
O 2.0 1.1 0.5
O 0.8 0.8 2.1

***

Record 2
The following is a DFT calculation (ωB97M-V/def2-TZVPD) of a molecular structure, C3H9BS at a distorted geometry.

Summary:
Energy above the lowest of the compared OMol25 structures with the same formula, charge and spin = 1.5705 eV
2S+1 = 1
HOMO-LUMO gap = 9.5132 eV
Strongest force on any atom = 4.45 eV/Å
Charge = 0
HOMO = -8.99 eV

Geometry (Å):
B  -0.3049  -0.2625  -0.1746
C  -0.1030  -1.7635  -0.0640
C  -1.3975  0.5363  0.6051
C  0.8309  0.6714  -0.7791
S  2.1086  0.8222  0.5899
H  0.7801  -1.9076  0.5807
H  0.3114  -2.0979  -0.9851
H  -1.0598  -2.3798  0.1914
H  -2.4756  0.5831  0.2503
H  -1.1323  1.5934  0.7942
H  -1.4684  0.0776  1.5855
H  1.4097  0.1831  -1.8891
H  0.4481  1.7421  -1.1495
H  2.0527  2.2021  0.4442

Forces on atoms 1 to 3 (eV/Å):
B 0.2 1.9 0.3
C -1.4 -1.4 0.3
C -1.5 0.8 0.2

***

Record 3
The following is a DFT calculation (ωB97M-V/def2-TZVPD) of a molecular structure, C19H26BBaN7 at a distorted geometry.

Summary:
2S+1 = 1
HOMO-LUMO gap (alpha / beta) = 2.0370 / 3.9738 eV
Strongest force on any atom = 3.87 eV/Å
Charge = +2
HOMO (alpha / beta) = -12.33 / -12.33 eV

Geometry (Å):
C  2.7361  -0.8198  -1.0496
N  1.4748  -0.6651  -1.5160
N  1.5703  -0.2097  -2.8259
C  2.8778  -0.0887  -3.1677
C  3.6455  -0.4663  -2.0639
B  0.2959  -0.1087  -3.7367
N  -0.6895  -1.2710  -3.3571
N  -0.8037  -1.7435  -2.0498
C  -1.6127  -2.8316  -2.0851
C  -1.9872  -3.0841  -3.4144
C  -1.3904  -2.0813  -4.1826
Ba  0.1277  -2.2951  0.2581
N  -0.3718  1.3070  -3.5965
N  -0.8222  1.7207  -2.3706
C  -1.2899  2.9612  -2.5102
C  -1.1639  3.3728  -3.8660
C  -0.5651  2.2875  -4.5196
H  -1.6871  3.5239  -1.6749
H  -0.2506  2.1292  -5.5463
H  -1.4601  4.3085  -4.2854
H  0.6212  -0.2393  -4.8861
H  -1.4077  -1.8930  -5.2489
H  3.1717  0.2283  -4.1597
H  -2.6107  -3.8801  -3.7547
H  4.7142  -0.4965  -1.9962
H  -1.8770  -3.3630  -1.1687
H  2.9262  -1.2083  -0.0451
H  -2.8642  -2.1003  0.2705
C  -2.3620  -2.3429  1.2255
H  -3.1499  -2.5807  1.9580
H  -1.7349  -3.2608  1.1543
H  -1.8588  -1.4601  1.6733
C  2.1620  0.2700  4.8812
N  2.1068  0.0360  3.4593
C  1.7778  -1.3070  3.0429
C  1.6360  1.1279  2.6303
C  0.1473  1.3395  2.6770
C  -0.3950  2.1896  3.6807
C  -1.7737  2.3780  3.7626
C  -2.6009  1.8155  2.7867
C  -2.0401  0.9720  1.7716
C  -0.7015  0.6878  1.8234
H  2.6830  -0.5734  5.3520
H  1.1635  0.3600  5.3497
H  2.7111  1.1994  5.0862
H  0.6936  -1.4243  2.8018
H  2.3976  -1.6380  2.1806
H  2.0094  -1.9589  3.8952
H  2.1379  2.0330  3.0082
H  1.9556  0.9232  1.5931
H  0.2840  2.6761  4.3843
H  -2.1927  2.9688  4.5809
H  -3.6733  2.0225  2.7927
H  -2.6906  0.5532  0.9973

Forces on atoms 1 to 3 (eV/Å):
C -0.5 0.6 -1.9
N 0.9 0.2 0.0
N 0.2 -1.1 1.8

***

Record 4
The following is a DFT calculation (ωB97M-V/def2-TZVPD) of 2 unconnected molecules or ions with the total composition C3H12OSi2 at a distorted geometry.

Summary:
Energy above the lowest of the compared OMol25 structures with the same formula, charge and spin = 4.2345 eV
2S+1 = 1
HOMO-LUMO gap = 6.8440 eV
Strongest force on any atom = 4.01 eV/Å
Charge = 0
HOMO = -6.70 eV

Geometry (Å):
C  0.5364  -1.1050  -2.0427
C  1.5240  -1.5934  2.2866
C  -2.2508  1.8960  -0.9941
O  -0.3924  -0.0827  -2.2096
Si  0.3242  0.0293  2.1088
Si  -0.6265  1.1948  -1.2186
H  0.0733  -2.1107  -1.9669
H  1.1765  -0.8279  -1.1701
H  1.2333  -1.1690  -2.9040
H  1.3967  -1.9787  3.2564
H  1.4466  -2.5752  1.7172
H  2.5995  -1.3530  2.3706
H  -1.9718  2.9587  -0.7509
H  -2.8167  1.9442  -2.0560
H  -2.8702  1.5343  -0.2088
H  1.1098  1.1504  2.4518
H  -0.9719  -0.1756  2.7222
H  0.4798  2.2635  -1.3920

Forces on atoms 1 to 3 (eV/Å):
C 1.8 -0.5 0.2
C 0.0 0.0 -0.8
C -1.4 2.1 -3.0

***

Record 5
The following is a DFT calculation (ωB97M-V/def2-TZVPD) of 2 unconnected molecules or ions with the total composition C4H7N2 at a distorted geometry.

Summary:
Energy above the lowest of the compared OMol25 structures with the same formula, charge and spin = 3.9391 eV
2S+1 = 1
HOMO-LUMO gap = 11.7266 eV
Strongest force on any atom = 6.86 eV/Å
Charge = +1
HOMO = -15.61 eV

Geometry (Å):
C  2.2727  -1.1005  0.3234
C  -0.2208  0.7053  0.0207
C  0.3146  2.0414  -0.0746
C  -1.7245  -1.2894  -0.0454
N  1.5302  -0.3929  -0.1184
N  -1.0089  -0.1567  -0.1490
H  2.8358  -1.8659  0.8344
H  0.9898  2.2937  0.7649
H  -0.3435  2.9737  -0.1564
H  0.8465  1.8056  -1.0589
H  -1.5364  -1.9229  0.8570
H  -1.1951  -1.9916  -0.8365
H  -2.7603  -1.1000  -0.3613

Forces on atoms 1 to 3 (eV/Å):
C 2.2 -3.0 1.9
C -4.8 -1.8 -0.6
C 1.1 0.9 -1.0

***

Record 6
The following is a DFT calculation (ωB97M-V/def2-TZVPD) of 2 unconnected molecules or ions with the total composition C2H8OS at a distorted geometry.

Summary:
Energy above the lowest of the compared OMol25 structures with the same formula, charge and spin = 0.4657 eV
2S+1 = 1
HOMO-LUMO gap = 9.9446 eV
Strongest force on any atom = 1.57 eV/Å
Charge = 0
HOMO = -8.95 eV

Geometry (Å):
C  -0.8510  0.3790  -0.9124
C  -0.9865  -1.0993  -1.2574
S  -2.0119  -1.9877  -0.0786
H  -1.3765  1.0281  -1.6097
H  0.1720  0.6547  -0.7232
H  -1.4084  0.5670  0.0149
H  -1.2655  -1.2268  -2.3013
H  -0.0082  -1.5807  -1.2275
H  -2.4624  -2.9918  -0.8502
O  4.8456  4.0250  2.0389
H  5.3199  4.0413  2.8642
H  5.0250  3.2053  1.5807

Forces on atoms 1 to 3 (eV/Å):
C -1.2 -0.1 1.0
C 1.2 -0.3 -0.8
S -0.7 -0.1 0.2